230
Properties=species:S:1:pos:R:3:forces:R:3 method="wB97M-V/def2-TZVPD" total_charge=0 gap_ev=8.20 e_tot_ev=-104768.412 relative_energy_kcal_mol=100.8
H -0.7997 0.7180 -2.8866 0.5 -0.3 -0.2
C -4.2517 2.7562 3.5794 0.5 0.0 -1.6
H -0.5990 -5.0643 -3.8168 -0.8 0.9 -0.5
H -2.7298 1.9964 -3.9925 0.3 0.2 -0.1
C -4.1033 2.3361 2.1100 -0.3 -0.7 0.1
H -2.7566 5.1466 5.6584 0.3 0.1 -0.5
H 4.1894 -2.5469 2.0638 0.3 0.0 0.1
C 5.2833 7.2782 -1.2879 -0.7 0.2 1.5
N -2.7788 4.7015 2.9157 -1.5 -1.4 -2.1
O -1.8066 5.6131 3.2654 0.6 0.8 0.8
C 1.2696 1.3856 3.3780 0.0 0.7 2.8
H -5.5276 -5.7424 -3.4465 0.4 0.5 0.0
C -1.8215 2.8808 4.4233 0.8 0.4 -0.5
H -1.6428 6.1013 0.6839 0.0 0.0 -0.2
C -2.8012 -5.8381 -4.0851 2.2 0.6 -1.0
H -0.1276 2.9447 -5.3671 -0.2 -0.8 0.3
H -1.4009 -2.4731 9.4714 0.9 0.1 0.7
H -0.6656 -4.9153 -1.6181 0.6 0.2 0.2
H 5.8904 8.1828 -1.3232 0.2 0.0 0.2
H -4.3047 -3.9359 -2.1598 0.0 0.1 -0.5
H 4.2530 -0.7578 -4.8915 0.2 -1.1 -1.1
H 3.3292 -2.8758 0.6128 0.2 -0.4 -0.3
H 5.5064 -6.5657 -1.1360 0.2 0.0 -0.2
H -0.2351 -1.8404 -2.3693 -0.1 -0.1 0.1
H 0.3745 0.5610 -8.1048 -0.5 0.0 -0.2
N -2.2873 -1.8506 8.1052 -2.2 0.1 -0.2
C -4.5537 -1.2882 7.5935 -2.5 0.7 -0.6
N 3.8106 5.9232 0.3238 1.6 0.1 -3.2
H -0.9345 -8.3481 -0.1323 0.6 0.2 0.1
C 0.2434 -0.0781 -1.1733 0.7 -1.5 1.0
H -1.1437 -1.3757 2.7521 0.1 -0.1 0.0
C 3.1300 6.2640 -2.0243 1.8 -0.4 0.1
H 4.3954 0.6501 -2.2614 0.8 0.0 0.3
C -1.7402 -0.7015 2.1375 1.1 -1.3 -0.2
C -3.6556 -0.5545 9.8149 0.7 -1.2 0.3
H 1.7519 1.3526 -1.9939 -0.4 0.0 -0.2
C -3.3077 -0.7803 8.3432 0.0 0.2 -2.1
H 2.8524 3.6098 -1.0026 0.8 0.5 -0.5
H -1.1745 2.1441 -9.3978 0.1 0.3 0.0
H -3.0052 -4.8833 -4.5697 -0.9 0.1 0.2
H -1.1708 3.4134 0.1249 0.4 -0.1 0.1
H -3.0353 0.5264 6.6416 -0.1 0.7 0.1
H -1.6507 -0.7715 -7.3931 0.0 -0.3 -0.1
H 7.5770 -4.2048 1.2765 0.1 0.1 -0.5
C -0.9081 3.1778 -6.0915 0.4 -1.2 0.1
C -0.6886 -8.3384 -1.1942 -1.1 0.4 -1.0
C 6.2403 6.3627 0.7251 0.5 0.2 1.6
H 0.5035 -6.0944 -0.8063 0.1 0.4 -0.2
H 3.7169 8.6951 0.7502 0.0 0.2 -0.7
H 3.4382 8.3529 -1.7164 0.3 0.3 0.4
H -1.3486 -2.7723 -0.7307 0.3 0.5 -0.1
C -1.3951 -0.9559 0.6168 -0.2 -0.9 0.8
C -0.5278 -5.8258 -1.0350 -1.1 -0.9 -1.1
H 1.2760 -1.1502 -2.8276 0.3 0.1 0.1
C 2.1252 4.3963 -0.8008 0.1 -1.5 0.8
C -3.3414 -4.4396 -2.0794 -0.1 -1.3 0.5
C -4.8829 -6.3699 -2.8311 0.4 -0.2 0.3
H 7.1597 -3.0112 -1.3126 0.5 1.0 -0.6
C 4.6716 8.2410 1.0158 -1.7 -0.4 0.0
H 3.1677 6.1990 2.0071 -0.5 -0.1 0.9
H -3.8761 -3.6719 6.8686 0.6 -0.1 0.4
H -2.3604 6.3946 3.2001 0.6 0.6 0.3
N -2.6850 -6.9638 -1.8588 0.6 0.0 -2.7
H -3.7153 3.8598 6.1156 -0.4 -0.5 -0.3
C 4.0350 7.4993 -2.0379 -1.9 0.5 -1.3
H 5.9167 -5.7592 1.2953 0.2 0.0 0.4
N 5.7363 -3.8734 -0.8281 -2.5 -4.5 0.9
H -0.4344 3.9622 1.6968 0.4 0.1 -0.4
O 2.2636 0.8801 2.5895 1.2 -0.7 -2.1
C 4.0784 -5.9543 0.3340 -0.2 0.5 -1.2
C 0.2503 1.2509 -7.2702 0.1 -0.1 -0.2
H -0.8759 -3.1864 0.8870 0.6 0.5 0.2
C -2.9276 0.6159 7.7226 0.6 -0.6 0.7
O -3.2382 -7.0299 -0.5801 0.3 0.5 0.6
C 1.8370 2.3851 4.4323 -1.4 -1.9 0.0
C 3.4684 -4.0192 -2.2522 1.3 0.7 1.8
C 3.6472 0.8018 -4.2876 1.1 -2.0 1.7
H -2.5336 -3.8413 -2.5008 -0.1 0.0 -0.2
H -4.5364 0.9671 -7.7962 0.5 -0.5 0.2
H 0.3864 0.6449 -6.3745 0.2 0.2 0.2
H -5.0134 1.8899 1.7090 -0.7 0.5 0.2
C -1.2243 -5.8636 -4.2146 -0.3 -2.1 1.4
H -3.8727 -0.8812 -5.6759 0.8 -0.3 -0.1
H 5.5979 -1.4348 -2.6979 -0.2 -0.2 0.4
H 4.2891 7.7453 -3.0689 -0.1 -0.1 -0.3
C -1.1788 -1.4834 5.8811 -0.3 0.9 0.0
H -0.4874 4.1089 -6.4711 0.2 -0.4 -1.2
C -1.4609 -2.4699 0.3104 -0.8 -1.0 0.4
H -4.2525 -1.0608 5.4252 -0.1 0.0 -0.1
H 1.1124 1.7547 -0.3776 -0.5 0.1 -0.2
C -3.6277 -0.0128 -5.0644 0.3 0.0 -0.1
C 2.6667 5.8012 -0.6496 0.2 1.8 0.4
H -4.7228 -0.4127 9.9855 0.1 0.7 -0.3
H -5.3070 -0.5050 7.5083 0.2 0.8 0.5
H -5.3540 1.4257 -6.3228 -0.2 0.2 0.0
O 2.1264 3.6176 3.8707 0.1 0.6 -0.3
H -0.4852 -0.8313 6.4120 0.3 -0.6 0.9
C 4.8577 -4.6482 -1.7996 -0.8 -0.3 -1.7
H -1.2927 2.4506 1.6007 -0.3 -0.1 0.0
O 5.3626 -0.8568 -3.4274 1.1 1.3 -1.5
H 3.6042 -3.0228 -2.6727 0.1 -0.2 -0.5
H -0.2006 -3.6079 7.2338 0.2 0.2 -0.3
C 6.8696 -3.3772 1.3298 -1.6 -0.1 0.2
H -2.7298 0.6359 0.3201 0.0 0.4 0.0
H -2.5173 5.0307 -0.4712 0.2 0.2 -0.1
H -3.1761 -4.4664 -1.0024 0.1 -0.3 0.0
H 2.7165 1.5625 2.0888 0.0 0.4 0.0
C -2.5999 -0.3560 -0.1127 1.3 2.1 -0.1
H -3.1906 -6.6120 -4.7465 0.1 -0.2 0.1
C 5.5466 -5.0130 -3.2088 1.4 1.5 1.2
C 4.9399 6.9685 0.2224 0.5 -1.4 -1.7
C 4.3308 -2.6694 0.9900 1.3 -0.6 0.0
C -1.1274 1.9450 -7.1559 1.6 2.8 -1.0
C 5.0209 -5.1407 1.2383 0.6 -0.5 -1.0
H -1.0048 1.6146 -1.4607 -0.1 0.1 0.4
H 1.7167 3.9396 0.1006 -0.5 0.7 0.4
C -2.5023 5.4477 0.5358 -0.4 1.1 -0.1
H -1.9211 0.9321 7.9963 0.6 -0.6 -0.3
H -1.7608 1.8007 4.2895 -0.7 -0.2 -0.4
O 6.2342 -2.7634 -1.3739 1.3 2.3 -0.7
H -4.5131 0.0133 -4.4291 -0.3 1.0 -0.1
O 3.5767 5.4399 1.5850 -0.2 0.4 0.5
H 6.7475 -3.2077 2.3996 -0.3 0.0 0.1
H -2.9982 0.2061 10.2361 -0.4 0.2 0.1
H -3.4549 -3.3646 5.2415 1.1 -0.2 -0.2
H -2.7721 -0.9848 2.3448 -0.1 0.1 -0.1
C 4.2699 -0.0281 -3.1054 -1.5 0.9 2.2
H 3.0568 -5.5888 0.4387 -0.1 0.3 -0.4
H -4.2934 2.5559 -7.1752 -0.3 0.2 -0.1
H -5.4265 -2.3577 5.8744 -0.2 0.5 0.0
C -2.0003 -2.4359 6.7741 -0.8 -1.0 0.1
C -3.0802 3.6967 3.9674 -0.1 0.3 2.2
H -3.4335 1.4518 8.2058 -1.0 -0.2 -0.5
O 0.9196 -0.9400 0.9412 1.2 -1.6 0.5
C -2.3454 -0.1204 -1.6277 0.7 -1.4 1.8
H 6.9316 7.1890 0.8908 0.1 0.2 0.0
H 3.9936 -7.0056 0.6091 0.3 0.0 0.5
C -3.0148 2.3890 -4.9685 -0.7 1.4 -0.7
H -2.4736 -2.8142 0.5205 -0.3 0.1 0.2
H 5.8353 -4.0904 -3.7123 -0.2 0.2 -0.1
H -3.4588 -1.4541 10.3980 0.2 -0.2 0.0
H 3.8715 -6.5697 -1.7600 0.0 0.1 -0.1
H 0.4057 -7.0602 -3.3784 0.1 0.1 0.2
C 5.4733 -3.7755 0.6878 -0.9 1.2 -1.1
H -2.8084 -0.0868 -4.3493 0.2 -0.9 -0.3
C -0.6837 -7.0318 -3.3579 -0.9 -0.3 0.3
C -1.1722 -7.0101 -1.8863 0.0 0.2 1.9
C -4.4123 1.5181 -6.8640 -1.4 1.1 -0.6
H -0.9776 3.2641 3.8498 0.1 0.1 0.1
C 1.3676 0.9436 -1.0595 1.1 -0.1 0.3
H 5.4264 9.0237 0.9391 0.2 -0.4 0.4
H 2.9391 -3.8120 -1.3221 -0.6 -0.3 -0.1
H -1.2170 -9.2015 -1.5992 -0.2 0.0 -0.3
H 1.0471 2.3979 5.1832 -0.3 0.6 0.3
H 6.5047 -5.5096 -3.0555 0.0 -0.3 0.3
N -2.0581 0.9226 -6.7602 0.2 0.8 2.7
H -3.4237 6.0189 0.6488 0.0 0.3 0.0
H -3.8535 -7.7651 -0.6304 0.0 -0.2 0.0
H -5.1417 -1.9994 8.1736 0.6 -0.5 0.4
C -3.7042 3.4412 1.1414 -1.0 -0.7 -0.5
H 1.3738 4.2673 -1.5799 -0.1 0.5 0.0
H 2.5975 4.1249 4.5358 0.1 0.2 -0.1
H -5.3499 -6.4124 -1.8471 0.0 0.0 0.0
H 3.5764 -0.7928 -2.7557 -1.2 0.7 0.0
H 1.1404 -2.1019 -1.2882 0.2 0.1 -0.1
C -3.2813 1.1998 -5.9533 0.8 -0.2 -0.1
H 5.0110 -5.5938 -3.9597 -0.7 -0.1 0.7
H -3.2526 0.3410 -2.0179 0.5 0.5 -0.5
C -2.5230 4.3054 1.4710 -0.4 -2.5 2.1
H -1.5753 -4.4120 7.7578 -0.7 0.0 -0.2
H 2.2423 0.5094 -0.5754 0.2 -0.4 -0.1
H 6.0974 5.9436 1.7211 0.0 -0.2 0.0
H -5.2570 3.1615 3.6938 0.2 0.4 0.5
H -1.2277 3.7512 -8.4810 0.5 -0.2 -0.4
O 3.4979 -0.2401 -5.1804 -0.4 -0.5 -2.1
H 4.6453 -1.7092 0.5810 0.0 0.1 0.0
N -0.1006 -0.3690 0.2663 -2.6 2.3 -1.6
C -1.2323 -3.7885 6.9322 0.6 0.9 0.6
H -4.9432 -7.3558 -3.2921 0.2 -0.2 0.1
C 0.6644 -1.3840 -1.9561 -0.6 0.9 0.3
H -0.5636 -1.9249 5.0970 -0.5 -0.3 -0.2
H 4.6203 -4.9788 2.2390 0.0 -0.1 0.0
H 0.3523 -8.4963 -1.4767 0.2 0.1 0.6
H 6.8117 5.6561 0.1232 -0.7 -0.2 -0.3
C 4.5840 -5.9863 -1.1768 -0.5 -0.5 2.4
H -3.5546 2.9635 0.1731 0.1 0.1 -0.3
H -2.3211 -1.1453 -1.9980 0.2 0.1 -0.8
C -2.1704 3.6242 -5.4243 0.1 -1.4 -0.3
C -4.5076 -1.8379 6.1458 1.8 0.0 1.7
H 0.9456 0.5136 3.9461 -0.3 0.0 0.2
H -1.7967 -0.6708 5.4992 -0.4 -0.4 -0.7
H 0.8109 6.9819 -1.0159 -0.2 -0.4 0.0
H -1.0712 -5.6812 -0.1013 0.0 -0.2 0.0
H 2.9234 -4.6899 -2.9165 0.1 0.1 0.1
H -2.6088 2.7317 -8.5644 -0.1 -0.1 -0.2
C -3.5433 4.5081 5.2564 0.7 0.0 -0.3
O -2.1700 -0.0466 -7.7488 -0.6 -0.1 -0.3
H -4.5623 4.1020 1.0183 -0.3 0.0 0.1
H -1.0207 -8.0009 -3.7260 -0.1 -0.1 -0.3
H -3.5618 1.3902 2.1177 1.2 0.5 -0.4
H 1.9758 7.7683 -0.0148 0.1 -0.1 0.1
H -3.4625 -0.8926 0.2822 -0.2 -0.3 -0.9
H -4.4011 5.1621 5.0996 -0.2 -0.3 -0.3
C -1.5199 2.7021 -8.5275 -0.5 -1.0 1.3
C 1.5533 6.7894 -0.2415 0.1 -0.3 0.6
H 4.3538 1.5498 -4.6473 -0.2 0.4 0.0
H 2.6851 1.9468 4.9584 0.4 -0.2 -0.3
H 1.4414 -0.1889 1.2332 0.3 0.1 0.7
H 1.0886 1.9342 -7.4061 -0.1 0.3 0.3
C -1.2741 3.4675 1.2087 0.4 0.3 0.7
O -1.1890 -1.7009 8.9419 0.6 -0.3 0.1
C -3.4331 -2.9072 6.2306 0.2 0.5 -1.0
H 0.3634 1.7774 2.9162 0.3 0.3 -0.6
H -2.6539 4.2407 -6.1821 -0.8 -0.2 0.1
H -1.9460 4.3068 -4.6046 -0.1 -0.2 0.3
H 1.1051 6.3795 0.6636 -0.5 0.3 0.0
H 2.6525 1.1702 -4.0367 0.3 0.4 0.3
H 3.8357 5.5071 -2.3664 -0.4 -0.6 -0.5
C -0.9155 0.5862 -1.8108 -3.4 0.5 -0.9
H -1.2286 -4.3262 5.9840 -0.1 0.0 0.1
C -3.3921 -5.9235 -2.6992 -0.5 1.2 1.1
H -1.5386 0.2854 2.5539 -0.1 0.3 -0.6
H 5.8615 6.4863 -1.7639 -0.1 -0.2 0.3
H -1.5363 3.0143 5.4668 -0.3 0.3 0.1
H 4.3966 7.9044 2.0154 0.9 0.4 0.6
H 7.2349 -2.4250 0.9453 0.2 -0.2 -0.3
H -3.9698 2.9061 -4.8752 -0.6 -0.7 0.6
H 2.2547 6.3270 -2.6708 0.2 0.1 -0.1
H -0.9962 -6.0682 -5.2606 0.2 0.3 0.0
H -4.1628 1.8017 4.0982 -0.2 0.4 0.7